(1)
Formula: C16H29F3O26S6
Source: the OMol25 dataset
Level of theory: ωB97M-V with the def2-TZVPD basis set

For the energy above the lowest of the compared OMol25 structures with the same formula, charge and spin, the calculation gives 447.09 kJ/mol. For the strongest force on any atom, the calculation gives 6.054 eV/Å. The calculation puts the gap between HOMO and LUMO at 11.13 eV. The multiplicity is 1. The calculation puts the LUMO energy at 0.11 eV.

Each line ends with the Mulliken charge.
Positions of all 80 atoms, in Å:
1 C -3.25 -5.20 6.86  -0.903
2 C -4.24 -4.35 7.74  -0.262
3 O -3.71 -2.99 8.05  -0.319
4 C -3.79 -2.12 7.01  0.389
5 O -4.21 -2.47 5.88  -0.557
6 C -3.14 -0.68 7.25  0.820
7 F -2.16 -0.56 6.29  -0.242
8 F -4.11 0.15 6.88  -0.222
9 F -2.67 -0.55 8.45  -0.207
10 H -2.50 -4.62 6.33  0.298
11 H -3.86 -5.81 6.20  0.261
12 H -2.60 -5.82 7.48  0.322
13 H -4.35 -4.78 8.74  0.313
14 H -5.22 -4.30 7.26  0.307
15 C -4.45 6.21 -0.87  -0.256
16 C -3.29 5.62 -1.62  -0.280
17 O -3.04 4.29 -1.06  -0.281
18 S -4.44 3.67 -0.44  1.039
19 O -4.21 3.05 0.85  -0.509
20 O -5.13 2.71 -1.40  -0.526
21 O -5.20 5.17 -0.31  -0.316
22 H -5.14 6.70 -1.56  0.268
23 H -4.15 6.85 -0.04  0.269
24 H -2.45 6.32 -1.64  0.324
25 H -3.52 5.52 -2.68  0.268
26 C 4.33 -4.61 5.74  -0.292
27 C 4.19 -3.24 5.10  -0.364
28 O 3.49 -3.42 3.85  -0.288
29 S 3.82 -4.93 3.26  1.083
30 O 4.87 -4.80 2.27  -0.517
31 O 2.59 -5.65 2.94  -0.512
32 O 4.46 -5.51 4.65  -0.310
33 H 3.45 -4.76 6.35  0.285
34 H 5.17 -4.64 6.44  0.314
35 H 5.16 -2.81 4.87  0.284
36 H 3.67 -2.59 5.80  0.317
37 C 0.07 -0.83 -0.04  -0.212
38 C -1.11 -1.85 0.00  -0.219
39 O -0.62 -3.00 -0.60  -0.360
40 S 0.39 -2.62 -1.91  1.059
41 O -0.30 -2.00 -3.02  -0.509
42 O 1.30 -3.76 -2.18  -0.508
43 O 1.02 -1.44 -0.99  -0.291
44 H 0.66 -0.66 0.86  0.307
45 H -0.34 0.10 -0.43  0.202
46 H -2.11 -1.67 -0.39  0.317
47 H -1.23 -2.10 1.05  0.215
48 C -4.46 1.03 -6.94  -0.143
49 C -5.85 0.63 -7.36  -0.301
50 O -6.73 1.73 -7.18  -0.327
51 S -5.86 3.12 -7.27  1.083
52 O -6.19 4.06 -6.17  -0.535
53 O -5.86 3.60 -8.60  -0.508
54 O -4.42 2.46 -6.87  -0.309
55 H -3.70 0.73 -7.66  0.281
56 H -4.38 0.53 -5.97  0.251
57 H -6.39 -0.10 -6.76  0.272
58 H -5.94 0.24 -8.38  0.236
59 C 5.86 -2.37 -5.33  -0.301
60 C 6.63 -2.36 -4.01  -0.201
61 O 7.25 -1.13 -3.89  -0.297
62 S 7.14 -0.20 -5.25  1.096
63 O 8.43 0.30 -5.75  -0.511
64 O 6.00 0.68 -5.20  -0.509
65 O 6.68 -1.58 -6.06  -0.360
66 H 5.04 -1.65 -5.28  0.311
67 H 5.79 -3.33 -5.84  0.250
68 H 7.42 -3.11 -4.10  0.244
69 H 6.03 -2.43 -3.11  0.278
70 C 4.06 4.10 -0.70  -0.286
71 C 4.08 5.66 -0.67  -0.397
72 O 2.84 5.93 -0.11  -0.303
73 S 2.71 4.91 1.15  1.100
74 O 1.30 4.72 1.52  -0.537
75 O 3.58 5.38 2.24  -0.560
76 O 3.22 3.65 0.31  -0.211
77 H 5.06 3.68 -0.64  0.287
78 H 3.52 3.83 -1.62  0.291
79 H 4.17 6.04 -1.69  0.306
80 H 4.83 6.09 0.00  0.309

(2)
Formula: C26H59N3O3Si
Source: the OMol25 dataset
Level of theory: ωB97M-V with the def2-TZVPD basis set

For the strongest force on any atom, the calculation gives 0.395 eV/Å. The SMILES is CCC(=O)OCC[Si@H](CCCCCOC)N=C(C)C.CCN(CC)CC.CCN(CC)CC. The calculation puts the gap between HOMO and LUMO at 8.74 eV. The multiplicity is 1. The calculation puts the LUMO energy at 0.62 eV.

Each line ends with the Mulliken charge.
Positions of all 92 atoms, in Å:
1 C 5.26 1.14 -2.50  -1.037
2 C 4.84 -0.22 -1.94  -0.170
3 C 3.60 -0.75 -2.62  0.516
4 O 3.50 -0.95 -3.80  -0.598
5 O 2.60 -0.95 -1.74  -0.270
6 C 1.35 -1.41 -2.31  -0.640
7 C 0.33 -1.53 -1.21  -0.540
8 Si -1.44 -1.62 -1.81  -0.004
9 C -2.64 -1.39 -0.40  -0.512
10 C -3.17 0.05 -0.25  -0.640
11 C -4.15 0.44 -1.37  -0.884
12 C -3.69 1.60 -2.25  -0.277
13 C -4.39 1.64 -3.60  -0.617
14 O -3.77 2.50 -4.53  -0.381
15 C -2.65 1.91 -5.15  -0.573
16 N -1.71 -3.19 -2.53  -0.440
17 C -1.60 -3.51 -3.75  1.104
18 C -1.78 -4.95 -4.15  -1.364
19 C -1.28 -2.56 -4.88  -0.954
20 H 4.70 1.95 -2.03  0.193
21 H 5.08 1.17 -3.58  0.403
22 H 6.32 1.32 -2.33  0.334
23 H 5.63 -0.96 -2.12  0.260
24 H 4.67 -0.17 -0.86  0.159
25 H 1.54 -2.37 -2.80  0.321
26 H 1.06 -0.71 -3.09  0.281
27 H 0.53 -2.42 -0.60  0.438
28 H 0.41 -0.66 -0.54  0.296
29 H -1.62 -0.51 -2.79  -0.193
30 H -3.48 -2.06 -0.60  0.492
31 H -2.19 -1.74 0.53  0.157
32 H -3.66 0.14 0.72  0.275
33 H -2.34 0.76 -0.24  0.387
34 H -5.11 0.69 -0.93  0.478
35 H -4.33 -0.44 -2.01  0.367
36 H -2.61 1.54 -2.41  0.174
37 H -3.87 2.55 -1.73  0.295
38 H -4.46 0.62 -4.02  0.335
39 H -5.41 2.01 -3.49  0.321
40 H -2.95 1.09 -5.82  0.245
41 H -1.92 1.53 -4.43  0.193
42 H -2.17 2.69 -5.75  0.295
43 H -2.54 -5.04 -4.94  0.367
44 H -2.08 -5.55 -3.29  0.346
45 H -0.85 -5.34 -4.56  0.318
46 H -1.95 -1.70 -4.85  0.208
47 H -0.26 -2.18 -4.79  0.220
48 H -1.37 -3.04 -5.85  0.355
49 C -4.69 -1.71 2.82  -1.216
50 C -4.85 -2.67 3.99  -0.509
51 N -4.16 -3.93 3.79  0.123
52 C -4.52 -4.95 4.75  -0.697
53 C -4.14 -4.73 6.22  -0.984
54 C -2.75 -3.83 3.45  -0.464
55 C -1.83 -3.07 4.42  -1.054
56 H -4.99 -2.19 1.89  0.300
57 H -5.31 -0.83 2.97  0.476
58 H -3.66 -1.37 2.71  0.171
59 H -5.91 -2.91 4.11  0.484
60 H -4.55 -2.15 4.92  0.257
61 H -4.08 -5.89 4.41  0.362
62 H -5.61 -5.08 4.69  0.423
63 H -3.07 -4.85 6.39  0.220
64 H -4.66 -5.45 6.85  0.401
65 H -4.43 -3.73 6.56  0.279
66 H -2.67 -3.37 2.47  0.098
67 H -2.38 -4.85 3.32  0.364
68 H -2.28 -2.12 4.73  0.243
69 H -0.88 -2.85 3.93  0.397
70 H -1.61 -3.64 5.32  0.311
71 C 4.98 7.30 1.57  -1.427
72 C 4.51 5.87 1.41  -0.354
73 N 5.52 4.99 0.83  0.142
74 C 5.00 3.72 0.38  -0.615
75 C 4.44 2.75 1.44  -1.000
76 C 6.80 4.96 1.53  -0.677
77 C 6.79 4.56 3.01  -0.972
78 H 5.36 7.69 0.63  0.332
79 H 4.15 7.93 1.90  0.433
80 H 5.77 7.39 2.32  0.293
81 H 3.66 5.85 0.72  0.444
82 H 4.13 5.50 2.38  0.271
83 H 5.79 3.21 -0.18  0.273
84 H 4.20 3.93 -0.34  0.354
85 H 5.23 2.29 2.03  0.214
86 H 3.88 1.95 0.95  0.343
87 H 3.76 3.25 2.12  0.317
88 H 7.26 5.94 1.44  0.374
89 H 7.44 4.27 0.97  0.348
90 H 6.00 5.08 3.56  0.247
91 H 7.74 4.83 3.47  0.375
92 H 6.64 3.49 3.15  0.262